ORCA calculation (ωB97M-V/def2-TZVPD) on 9 unconnected molecules or ions with the total composition C14H44FN11O8 in a non-equilibrium geometry.

```
78
Properties=species:S:1:pos:R:3:forces:R:3:lowdin_spin:R:1
C -1.9418 0.2668 -1.5253 -1.1 0.2 -1.1 -0.0003
C -2.1503 -1.1923 -1.0973 1.6 -2.0 2.7 -0.0004
C -2.8438 -1.2209 0.3293 -1.4 -0.2 -0.9 0.0000
C -4.2725 -0.6819 0.2433 -0.3 -0.5 -0.3 0.0000
C -5.1375 -1.5441 -0.7393 1.1 0.8 -0.6 0.0000
C -4.5149 -1.7800 -2.1830 -1.6 -1.0 1.4 -0.0003
N -2.9779 -1.9888 -2.1442 2.5 2.3 -7.4 -0.0044
O -2.3742 -2.2757 -3.3524 -3.7 1.3 8.2 0.0061
C -4.9280 -0.5821 -3.1302 1.6 -0.4 -1.0 -0.0004
C -5.0899 -3.1173 -2.6765 -0.5 0.1 -1.6 -0.0002
C -0.7857 -1.9581 -0.8705 -0.5 1.7 -1.3 -0.0001
H -2.9279 0.7291 -1.5705 0.1 0.1 0.0 0.0000
H -1.5259 0.4096 -2.5227 0.2 -0.4 -0.1 0.0000
H -1.3804 0.8952 -0.8339 0.2 -0.6 0.4 -0.0001
H -2.3144 -0.6183 1.0674 0.5 0.2 -0.5 0.0000
H -2.8592 -2.2288 0.7441 0.2 -0.2 -0.3 0.0000
H -4.1635 0.3719 -0.0130 -0.6 0.0 -0.4 0.0000
H -4.7429 -0.6306 1.2252 0.0 -0.3 0.0 0.0000
H -6.0779 -1.0606 -1.0037 0.0 0.2 0.3 0.0000
H -5.4435 -2.5180 -0.3573 0.4 0.1 0.4 0.0000
H -5.9869 -0.3236 -3.1254 0.1 -0.4 0.6 0.0000
H -4.7019 -0.8562 -4.1606 0.0 -0.3 -0.1 0.0000
H -4.3384 0.3274 -3.0149 -0.2 0.0 0.6 0.0000
H -4.8871 -3.1846 -3.7454 0.8 -0.6 0.1 0.0000
H -6.1742 -3.1822 -2.7671 -0.3 0.9 0.7 0.0000
H -4.8507 -4.0058 -2.0921 0.6 0.2 -0.1 0.0000
H -0.8584 -3.0124 -0.6037 -0.2 0.2 -0.1 0.0000
H -0.2695 -1.3703 -0.1114 0.0 -0.3 0.3 0.0000
H -0.2282 -1.7676 -1.7875 0.3 -0.7 0.0 0.0000
O 2.0540 0.9422 1.2093 0.1 0.6 1.1 0.0000
H 2.4272 0.5789 0.4029 1.4 -1.0 -1.7 0.0000
H 1.5172 0.2374 1.5792 -0.7 -1.8 1.4 0.0000
H 1.4644 1.6562 0.9558 -0.8 2.0 -0.7 0.0000
O 1.1304 4.4398 2.8674 -0.5 0.5 1.0 0.0000
H 1.7012 5.1763 3.0987 0.4 0.8 0.7 0.0000
H 1.3513 3.6420 3.3535 0.2 -0.5 0.9 0.0000
H 1.3185 4.2201 1.9520 -0.2 -1.1 -3.3 0.0000
F 1.1260 3.2334 0.5008 0.3 0.2 1.2 0.0004
C 3.0772 -0.8669 -1.9849 3.1 2.0 4.7 0.0000
O 2.9048 -0.2166 -0.9147 0.0 -0.7 -1.2 0.0004
N 4.1959 -1.5294 -2.2858 0.4 -0.3 1.2 0.0002
N 2.3278 -0.7765 -2.9906 -4.7 0.5 -4.7 0.0000
H 4.0849 -2.1501 -3.0748 1.3 -0.3 0.5 0.0000
H 4.8740 -1.4931 -1.5381 0.3 -1.0 -0.5 0.0000
H 1.6010 -0.0772 -3.0447 -0.1 -0.6 0.1 0.0000
H 2.5265 -1.3737 -3.7805 -0.5 0.5 -0.2 0.0000
C 4.9261 -0.6991 2.5008 0.3 3.0 -2.6 0.0000
O 4.5564 0.1618 1.7025 -0.3 0.2 -1.0 0.0000
N 5.8187 -1.6099 2.2455 1.1 -2.2 -1.2 0.0000
N 4.6370 -0.6083 3.7473 -1.8 -0.1 4.1 0.0000
H 6.0877 -2.1284 3.0695 1.1 -0.4 -1.1 0.0000
H 6.2828 -1.4977 1.3555 0.3 -0.8 0.5 0.0000
H 4.9186 -1.3934 4.3170 -0.3 0.9 0.8 0.0000
H 4.3127 0.3006 4.0452 -0.1 -0.7 0.5 0.0000
C 4.3385 3.3375 -2.1261 -3.7 -3.9 -3.8 0.0990
O 5.1023 3.9430 -1.4762 5.1 4.5 4.7 0.6984
N 4.6661 2.9379 -3.3087 2.4 -0.6 -2.9 0.1638
N 3.1481 2.9947 -1.8384 -3.2 0.2 2.9 0.0252
H 3.8833 2.6476 -3.8771 0.8 0.3 -0.8 0.0076
H 5.6022 3.1413 -3.6287 -0.1 -0.3 -0.7 0.0015
H 2.5629 2.5683 -2.5426 -0.2 0.1 0.6 0.0034
H 2.8130 3.3232 -0.9440 -1.2 -0.3 0.1 0.0001
C 0.4260 -1.7819 3.2967 -0.6 2.5 1.9 0.0000
O 0.9883 -1.1624 2.4114 0.4 1.7 -1.5 0.0000
N -0.1418 -1.2637 4.3978 -0.6 4.4 0.7 0.0000
N 0.3391 -3.0277 3.3374 0.3 -6.1 -1.2 0.0000
H -0.6980 -1.6075 5.1675 0.2 -0.9 -0.5 0.0000
H -0.3246 -0.2816 4.2485 0.2 0.0 0.5 0.0000
H -0.0384 -3.4596 4.1686 0.2 -0.6 -0.6 0.0000
H 0.7753 -3.4840 2.5490 -0.1 -0.8 0.6 0.0000
C -2.2324 2.4968 1.6975 -7.7 0.2 -1.6 0.0000
O -3.3886 2.1869 2.0039 -0.1 -0.1 -0.9 0.0000
N -1.8241 3.1359 0.6425 0.4 2.1 -3.9 0.0000
N -1.2844 2.1972 2.4312 6.8 -2.3 5.4 0.0000
H -2.4444 3.4315 -0.0977 0.0 0.1 0.5 0.0000
H -0.8564 3.4251 0.6320 -0.1 0.1 -0.8 0.0000
H -1.4860 1.6496 3.2556 0.4 0.4 0.0 0.0000
H -0.4013 2.5835 2.1296 0.3 -0.8 0.9 0.0000
```
Forces are in eV/Å.

Calculated values
Charge   +3
Orbital gap (alpha / beta)   5.371 / 3.278 eV
Spin multiplicity   2
Max |F|   9.08 eV/A
E   -1862.81167 Eh


ORCA calculation (ωB97M-V/def2-TZVPD) on a molecular structure, C14H44N8O8 in a non-equilibrium geometry.

```
74
Properties=species:S:1:pos:R:3:forces:R:3:mulliken_charge:R:1
C 2.1067 2.1209 2.3854 1.3 0.3 0.0 -1.2376
C 3.0548 0.9610 2.0376 1.4 2.2 0.5 0.1047
O 2.5364 -0.2353 2.5749 4.5 -0.9 4.1 -0.6732
H 2.5835 3.0122 1.9777 0.0 0.1 -0.1 0.4701
H 2.0751 2.3090 3.4586 -0.4 -0.2 0.1 0.2889
H 1.1250 2.0429 1.9183 0.2 -0.1 0.3 0.2448
H 4.0697 1.0929 2.4127 -0.1 0.4 0.4 0.6355
H 3.2383 0.9229 0.9639 -0.4 0.0 0.4 -0.0471
H 2.9307 -1.0082 2.1640 0.4 0.1 0.3 0.5395
C -1.5856 2.1889 1.9216 0.0 1.5 3.4 -0.7747
C -1.3107 1.3382 3.1426 0.2 2.5 0.6 -0.5567
O -0.8166 0.1566 2.6106 -2.8 1.8 9.9 -0.1616
H -0.7685 2.2243 1.2010 -0.2 -0.1 0.4 0.1229
H -1.8558 3.1863 2.2683 0.5 0.4 0.0 0.5656
H -2.5313 1.9286 1.4462 1.0 0.6 3.1 0.4441
H -2.2291 1.1426 3.6962 -0.2 0.1 0.2 0.3363
H -0.5441 1.6540 3.8502 -0.2 0.7 0.0 0.3540
H -0.3209 -0.2917 3.2998 -0.1 0.0 1.3 0.4419
C 0.6760 -0.0956 0.1391 -11.2 0.4 3.1 -2.0208
O 1.5305 0.2036 -0.6626 -3.9 -1.3 6.1 -1.0299
N -0.5176 -0.4515 -0.2505 2.8 4.3 1.0 0.9396
N 0.7427 -0.2738 1.4149 5.7 0.5 -3.9 0.6273
H -1.2893 -0.5317 0.3962 2.1 0.7 -0.6 -0.8244
H -0.7008 -0.4884 -1.2431 -0.2 2.1 4.5 0.3641
H 1.6574 0.0449 1.7009 -2.6 -0.8 0.2 -0.8107
H -0.0666 -0.3709 2.0113 2.9 -1.2 -4.0 0.0215
C 2.5461 -2.6865 -0.8816 0.5 -2.9 -1.0 0.1391
O 3.5422 -3.3943 -0.9068 1.2 0.2 0.2 -0.7781
N 1.5610 -2.7948 -1.7381 -0.6 -1.2 -3.2 -0.2725
N 2.2004 -1.8940 0.0809 0.6 -1.9 4.5 0.0943
H 1.7257 -3.3243 -2.5823 0.0 0.1 0.2 0.2286
H 0.6814 -2.3110 -1.6267 0.5 -0.7 0.2 0.2544
H 1.4524 -1.2154 0.0802 2.0 -4.5 0.4 -0.5647
H 2.8234 -1.9920 0.8698 -0.4 0.0 -0.2 0.1311
C -0.1921 -0.7975 -2.6983 1.9 -0.3 -5.4 -0.4756
O -0.5561 -1.5636 -1.8132 -0.1 -6.2 -7.1 -0.5932
N -0.9238 -0.6256 -3.7766 -1.5 -1.0 -3.9 -0.2725
N 0.8611 -0.0025 -2.7180 -0.9 -1.2 -1.9 -0.1263
H -0.5027 -0.1511 -4.5625 -0.4 -0.3 0.0 0.2033
H -1.7343 -1.2117 -3.9170 0.3 0.2 -0.2 0.3299
H 1.3821 -0.1138 -1.8599 0.5 -0.5 -1.4 0.5863
H 1.1224 0.6278 -3.4627 -0.4 -0.5 0.1 0.4706
C 3.7648 0.7487 -1.4882 2.6 2.2 -1.0 0.1046
O 4.8540 1.0311 -1.9856 0.7 -0.3 -0.8 -0.8296
N 2.6548 1.3953 -1.7616 1.7 5.8 -4.8 -0.5985
N 3.5951 -0.0985 -0.5260 4.9 -2.7 2.0 -0.3271
H 1.8272 1.0723 -1.2812 0.6 4.1 -1.6 1.0823
H 2.6724 1.9353 -2.6149 0.5 0.2 0.3 0.2781
H 2.6589 -0.2097 -0.1636 2.8 -0.2 -0.4 0.7307
H 4.3834 -0.6931 -0.3139 0.0 0.1 -0.2 0.2404
C -2.6307 -2.1675 -0.0872 0.4 -1.5 0.0 -1.5836
C -2.4507 -1.6782 1.3330 -0.2 -1.4 0.3 0.6634
C -1.2550 -2.3266 2.1231 -1.3 -1.6 -0.5 -0.8312
O -2.1919 -0.3172 1.1999 -7.5 0.3 0.8 -0.8665
H -3.1556 -3.1216 -0.1335 0.1 -0.1 0.1 0.5290
H -1.6378 -2.2395 -0.5311 -0.8 -0.8 0.1 0.5552
H -3.1528 -1.4422 -0.7113 -0.7 -0.9 0.8 0.5661
H -3.4265 -1.8290 1.7947 0.2 0.0 0.8 0.4467
H -1.1670 -2.0230 3.1662 -0.4 -0.3 0.0 0.2241
H -0.2579 -2.2585 1.6879 -0.3 0.3 -0.4 0.2087
H -1.4710 -3.3945 2.0921 0.0 -0.2 0.4 0.5498
H -2.0739 0.0286 2.0876 -1.0 -0.7 -0.7 0.5040
C -2.6652 2.7823 -2.2696 -0.1 0.2 1.5 -1.5647
C -2.9457 1.5681 -1.2934 -0.6 1.5 -2.7 -0.2077
C -2.2919 0.3210 -1.8109 -1.3 -0.2 1.0 0.5867
O -2.5482 1.9521 0.0212 -1.4 -0.4 -5.8 -0.4347
H -3.1769 2.8558 -3.2292 -0.2 -0.6 0.1 0.3312
H -1.5969 2.9134 -2.4415 0.2 -0.5 -0.1 0.3558
H -2.9156 3.6881 -1.7174 -0.3 0.1 0.0 0.4234
H -4.0094 1.3371 -1.2360 -0.4 0.3 -0.3 0.4142
H -1.2728 0.4250 -2.1833 -2.0 1.8 0.5 0.5488
H -2.8926 -0.2754 -2.4976 -0.3 0.9 -0.8 0.3359
H -2.3034 -0.4269 -1.0181 0.1 1.7 -0.9 -0.4754
H -2.7003 1.1152 0.4662 0.1 -0.7 -0.5 0.3210
```
Forces are in eV/Å.

Calculated values
Charge   0
Orbital gap   7.804 eV
Max |F|   11.58 eV/A
Energy relative to the best compared isomer or geometry (same formula, charge and spin)   2511.1 kJ/mol
E   -1598.85286 Eh


ORCA calculation (ωB97M-V/def2-TZVPD) on 8 unconnected molecules or ions with the total composition C14H44O12 in a non-equilibrium geometry.

```
70
Properties=species:S:1:pos:R:3:forces:R:3:nbo_charge:R:1
C -0.3746 -2.2450 -7.3395 1.6 -1.8 -1.0 -0.6307
C -0.3937 -0.9827 -6.5257 -1.7 -2.0 -0.3 0.0706
C -1.8285 -0.7039 -6.3076 -2.1 2.8 -0.2 -0.6463
O 0.1509 -1.0990 -5.2362 1.4 0.3 0.0 -0.7031
H -0.5978 -2.0185 -8.3821 -0.2 0.2 0.0 0.2035
H -0.9539 -3.1358 -7.0967 -0.5 0.4 0.7 0.2063
H 0.6427 -2.6341 -7.3815 0.3 0.0 0.0 0.2118
H 0.0691 -0.3405 -7.2750 0.5 1.1 1.2 0.1836
H -2.4413 -0.8765 -7.1923 -0.1 -0.2 0.2 0.2162
H -1.9961 0.3364 -6.0287 0.2 0.7 -0.5 0.2126
H -2.3217 -1.0567 -5.4018 0.3 -1.4 -0.1 0.2080
H -0.6008 -1.3400 -4.6899 0.3 -0.1 0.2 0.4674
C 4.9770 -1.5209 2.5975 0.4 0.4 1.0 -0.6168
C 4.2016 -0.3750 3.1629 0.5 0.9 0.5 0.1081
C 5.1008 0.5934 3.9893 -0.1 -1.3 -0.3 -0.6465
O 3.5978 0.2862 2.0991 -0.8 0.8 -0.6 -0.7151
H 5.2448 -1.9818 3.5483 0.2 -1.2 -0.5 0.2019
H 5.9056 -1.1696 2.1476 -0.1 -0.1 -0.4 0.2061
H 4.3486 -2.0950 1.9166 0.3 -0.2 0.2 0.2235
H 3.4631 -0.7972 3.8445 -0.4 0.0 0.1 0.1401
H 5.8189 -0.0837 4.4520 0.2 0.4 0.4 0.2111
H 4.5657 1.1393 4.7663 -0.1 0.0 -0.1 0.2104
H 5.6495 1.2739 3.3381 -0.1 0.0 -0.1 0.2132
H 3.3811 1.1635 2.4233 -0.3 0.2 -0.3 0.4641
O -0.9147 -4.8442 3.2096 -0.2 1.5 -0.3 -0.6991
C 0.0146 -5.8550 3.2913 -0.7 -2.6 -0.2 -0.0882
C -0.5199 -7.0573 2.4317 1.0 0.3 -0.4 -0.0863
O 0.4984 -8.0175 2.2384 0.3 -0.5 0.4 -0.7140
H -0.6862 -4.4471 2.3660 -0.6 0.6 -0.1 0.4665
H 1.0123 -5.6008 2.9336 0.1 0.1 0.0 0.1676
H 0.0652 -6.1594 4.3367 0.2 -0.1 0.1 0.1641
H -0.7181 -6.7545 1.4035 -0.2 0.6 0.1 0.1690
H -1.4313 -7.5354 2.7906 -0.1 0.3 0.5 0.1640
H 0.7324 -8.3366 3.1130 0.2 -0.3 0.0 0.4564
O -6.5828 -2.5028 3.7514 -0.1 0.9 0.3 -0.7418
C -7.3298 -2.6335 2.5502 -1.0 -1.3 1.0 -0.0772
C -8.7714 -2.1245 2.8433 1.3 0.4 -1.8 -0.0717
O -9.5332 -2.1802 1.6341 -0.2 0.3 0.0 -0.7302
H -5.7553 -2.9875 3.7962 -0.1 -0.2 -0.6 0.4809
H -6.9367 -2.1434 1.6596 0.2 0.3 0.2 0.1709
H -7.4224 -3.7005 2.3475 0.1 -0.2 -0.4 0.1457
H -8.6249 -1.0504 2.9578 -0.5 0.0 0.8 0.1833
H -9.2781 -2.6253 3.6682 0.3 0.1 0.1 0.1748
H -9.5717 -3.0467 1.2225 0.2 -0.3 0.4 0.4653
O 3.5984 3.7503 -3.1952 -2.7 -0.6 0.1 -0.6853
C 4.8299 4.0317 -3.6342 4.0 0.7 -0.7 -0.0823
C 5.7697 3.1189 -2.8096 0.0 0.9 1.1 -0.0876
O 7.1777 3.1456 -2.9817 -0.3 0.0 -0.6 -0.7158
H 3.4735 2.8500 -3.5040 -0.8 -0.2 0.2 0.4650
H 5.0277 3.9356 -4.7018 -0.4 -0.5 -0.4 0.1504
H 5.0652 5.0828 -3.4671 0.0 0.1 0.5 0.1651
H 5.4318 2.0828 -2.8292 0.1 -0.1 -0.5 0.1635
H 5.5274 3.4603 -1.8033 0.1 -0.2 0.4 0.1586
H 7.5332 3.8916 -2.4932 0.0 0.0 0.0 0.4684
O 1.4655 7.7627 -0.1891 -0.2 -0.5 0.4 -0.6973
C 0.0625 7.9242 -0.2225 0.0 -0.3 -0.2 -0.0806
C -0.8153 6.7176 0.3502 1.3 1.9 1.5 -0.1164
O -0.0680 5.7794 1.2206 -0.8 0.7 -1.9 -0.7137
H 1.5884 6.8660 -0.5092 0.6 -0.2 0.0 0.4660
H -0.1619 8.8631 0.2837 0.0 -0.2 0.4 0.1732
H -0.1687 8.1228 -1.2691 -0.7 -0.3 -0.2 0.1558
H -1.4277 6.3361 -0.4668 0.2 -0.8 0.3 0.1732
H -1.4073 7.2239 1.1126 -0.8 0.1 -0.6 0.1714
H -0.7918 5.4989 1.7854 0.3 -0.4 0.3 0.4683
O -1.7166 -0.7226 -0.1387 -0.1 -0.2 -0.1 -0.9402
H -0.9121 -0.3097 -0.4525 0.2 0.1 -0.1 0.4705
H -2.1017 -0.0778 0.4547 -0.1 0.2 0.2 0.4699
O -3.5867 1.6248 4.9314 0.0 0.2 -0.2 -0.9384
H -3.0365 1.4051 5.6833 0.2 0.0 0.2 0.4677
H -4.2115 0.9021 4.8718 -0.2 -0.2 0.0 0.4707
```
Forces are in eV/Å.

Calculated values
Charge   0
SMILES   CC(C)O.CC(C)O.OCCO.OCCO.OCCO.OCCO.O.O
Orbital gap   9.915 eV
Max |F|   4.15 eV/A
Energy relative to the best compared isomer or geometry (same formula, charge and spin)   342.1 kJ/mol
E   -1462.46513 Eh


ORCA calculation (ωB97M-V/def2-TZVPD) on 8 unconnected molecules or ions with the total composition C14H44O8 in a non-equilibrium geometry.

```
66
Properties=species:S:1:pos:R:3:forces:R:3:nbo_charge:R:1
C -0.6980 4.0956 0.7756 0.4 -0.4 -1.4 -0.6543
C -1.7839 3.0852 0.2821 0.4 -0.1 -2.3 0.1116
C -1.6204 2.2367 -1.0768 0.5 1.9 0.9 -0.6339
O -1.8979 2.1068 1.2100 -1.2 -1.8 2.7 -0.7339
H -1.0641 4.9795 1.2978 -0.4 -0.2 -0.1 0.2178
H -0.1186 4.4387 -0.0816 0.0 0.3 -0.1 0.2126
H 0.0204 3.6204 1.4436 -0.2 -0.3 0.0 0.2206
H -2.7339 3.6094 0.1775 -0.1 0.2 -0.1 0.1551
H -1.2475 3.0565 -1.6907 0.2 -0.9 -1.1 0.2096
H -2.5095 1.7460 -1.4728 -0.7 1.0 0.3 0.2166
H -1.0088 1.3355 -1.0330 1.1 0.7 0.4 0.2203
H -2.3342 2.5352 1.9501 0.2 -0.5 0.8 0.4799
C -5.2871 -0.1472 -1.9774 2.4 1.5 -1.6 -0.6504
C -5.1352 -1.5924 -1.6149 -1.4 0.7 0.5 0.0886
C -4.0555 -1.8719 -0.5710 0.0 -1.0 0.4 -0.6446
O -6.4844 -1.8292 -1.1974 -0.4 -1.6 1.1 -0.7244
H -4.3510 0.2335 -2.3859 0.3 0.3 0.0 0.2111
H -5.5436 0.5366 -1.1683 -0.1 -0.4 0.4 0.2149
H -5.9627 0.0410 -2.8118 -0.4 -0.4 0.1 0.2130
H -4.9805 -2.2418 -2.4765 0.3 0.2 -0.2 0.1706
H -4.0400 -1.2358 0.3140 0.0 0.6 -0.4 0.2142
H -3.0784 -1.9871 -1.0402 0.1 0.8 -0.2 0.2141
H -4.0954 -2.8546 -0.1012 -0.8 -0.4 -0.3 0.2259
H -6.9868 -1.0449 -1.4301 -0.1 -0.3 0.1 0.4672
C 3.5820 0.5963 -1.6300 -1.0 -0.1 0.6 -0.6240
C 4.1244 -0.7072 -0.9982 1.0 0.6 -0.5 0.0957
C 5.3484 -0.5072 -0.1263 0.1 0.3 0.8 -0.6328
O 3.1575 -1.5206 -0.3380 -0.1 -0.4 -1.8 -0.7729
H 3.0148 1.2069 -0.9274 0.0 -0.1 0.4 0.2061
H 2.8506 0.3463 -2.3985 0.2 -0.1 -0.1 0.1833
H 4.2954 1.2996 -2.0595 0.5 -0.5 0.0 0.2190
H 4.5607 -1.2261 -1.8517 -0.8 -0.9 -0.1 0.1742
H 5.4212 -1.3359 0.5780 -0.1 0.0 0.1 0.2248
H 5.2499 0.4242 0.4312 0.3 0.0 0.2 0.1957
H 6.2987 -0.5202 -0.6601 -0.2 0.3 -0.3 0.2125
H 2.9143 -1.2153 0.5391 0.6 0.7 0.3 0.5092
C 3.4796 0.9689 2.4922 0.8 0.4 0.5 -0.2384
O 2.9633 -0.1769 1.9469 -1.0 -1.6 -0.5 -0.7636
H 4.5179 0.7143 2.7048 0.1 0.6 0.1 0.1885
H 3.3867 1.7817 1.7719 0.2 0.5 0.3 0.1643
H 2.9620 1.1721 3.4297 0.1 0.5 0.2 0.1563
H 2.0205 -0.0238 1.8502 -0.8 0.0 -0.1 0.5010
C 1.7588 -4.5336 -0.4562 0.4 0.3 -1.9 -0.2755
O 2.6198 -3.9689 -1.5608 -1.8 -1.8 1.5 -0.7569
H 1.0701 -5.3131 -0.7822 0.5 -0.3 -1.1 0.1771
H 2.3468 -5.0542 0.2997 0.1 0.8 0.4 0.1778
H 0.9949 -3.8140 -0.1618 0.7 0.5 0.8 0.1687
H 2.9095 -3.1216 -1.2146 0.1 0.4 0.3 0.4934
C -0.8914 1.4279 4.5729 0.7 0.2 -1.0 -0.2490
O -0.2787 2.5581 3.9666 0.3 1.1 0.2 -0.7417
H -0.0776 0.8459 5.0056 -0.5 -0.5 0.3 0.1720
H -1.6164 1.7584 5.3167 0.1 -0.1 -0.1 0.1816
H -1.3256 0.9240 3.7094 -0.5 -0.8 0.6 0.1719
H 0.6096 2.2959 3.7141 0.0 0.1 -0.1 0.4660
C -0.3601 -0.8805 0.9512 -1.5 -0.7 -1.2 -0.2581
O 0.1742 0.2616 1.5333 0.9 0.0 0.5 -0.7818
H -1.0331 -1.4593 1.5838 0.5 -0.3 0.8 0.1644
H -1.0809 -0.6045 0.1817 0.2 0.2 -0.5 0.1693
H 0.3732 -1.5166 0.4554 0.3 0.1 0.4 0.1839
H -0.4781 0.9530 1.3991 -0.3 0.7 0.2 0.5149
C -0.0279 -1.0643 -3.0442 -0.8 -1.7 0.9 -0.2439
O 0.3469 0.2213 -3.2959 0.4 2.0 -0.7 -0.7127
H -0.0231 -1.6995 -3.9299 0.4 -0.3 0.0 0.1619
H 0.5931 -1.4301 -2.2265 0.1 -0.8 -0.1 0.1708
H -1.0544 -1.1050 -2.6797 -0.2 0.3 0.0 0.1618
H 1.2992 0.1900 -3.4135 0.0 0.4 -0.1 0.4631
```
Forces are in eV/Å.

Calculated values
Charge   0
SMILES   CC(C)O.CC(C)O.CC(C)O.CO.CO.CO.CO.CO
Orbital gap   10.303 eV
Max |F|   3.44 eV/A
Energy relative to the best compared isomer or geometry (same formula, charge and spin)   375.8 kJ/mol
E   -1161.53880 Eh


- The highest E belongs to which entry?
  C14H44O8


- Which formula does entry 4 have?
  C14H44O8


- Which value of charge does entry 1 give?
  +3